#a
The following is a DFT calculation (ωB97M-V/def2-TZVPD) of C5H12N4 as an isolated structure.

## Properties
frontier orbital gap = 8.13 eV
HOMO energy = -0.2991 Ha
total charge = 0

Positions of all 21 atoms, in Å:
1 C -3.5733 0.3066 0.6691
2 C -1.3933 -0.2899 -0.6439
3 C 0.8533 0.6296 -0.1036
4 C 1.7229 1.9354 0.0328
5 C 0.7342 -1.8825 0.3168
6 H -3.3177 1.4320 0.6809
7 H -3.8672 -0.2223 1.6775
8 H -4.6821 0.6230 0.0468
9 H -0.8989 -1.0470 -1.3944
10 H 2.9645 1.7635 -0.1324
11 H 1.3816 2.2686 1.4282
12 H 0.8448 2.5348 -0.9677
13 H 1.8474 -2.4943 0.5778
14 H -0.3019 -2.4487 -0.6877
15 H -0.0385 -1.2100 1.3858
16 H 3.0349 0.6416 0.8764
17 H 3.5274 -0.9596 -0.6960
18 N -2.7180 -0.3578 -0.4150
19 N -0.3416 0.6966 -0.3908
20 N 1.5329 -0.6504 -0.1008
21 N 2.8757 -0.4136 0.2748

#b
The following is a DFT calculation (ωB97M-V/def2-TZVPD) of one molecule with the formula C5H12N4.

## Properties
SMILES = [H]/N=C(\N)[C@H](C)[C@@H](N)/C=N/[H]
frontier orbital gap = 9.59 eV
HOMO energy = -0.3268 Ha
total charge = 0

Positions of all 21 atoms, in Å:
1 H -1.5117 0.7620 2.6411
2 N -0.9148 0.9729 1.8420
3 C -0.6690 -0.0248 1.1045
4 N -1.1367 -1.3096 1.2539
5 C 1.0017 -0.0646 0.2585
6 C 1.6031 1.2782 0.4072
7 C 0.4753 -0.3458 -1.1293
8 N 0.2141 -1.7737 -1.3174
9 C -0.8413 0.4325 -1.0071
10 N -0.8211 1.6938 -1.2800
11 H -1.6371 2.1814 -0.9109
12 H -1.6965 -1.5302 2.0630
13 H -0.8609 -1.9682 0.5364
14 H 1.4396 -0.9103 0.7807
15 H 0.8480 1.9933 0.0005
16 H 2.4801 1.4054 -0.2320
17 H 1.8181 1.5188 1.4441
18 H 1.0935 0.1254 -1.9034
19 H 1.0861 -2.2925 -1.3148
20 H -0.2438 -1.9315 -2.2088
21 H -1.7267 -0.2126 -1.0283

Q: Which of them is the least stable? A: #a.

#a
The following is a DFT calculation (ωB97M-V/def2-TZVPD) of C5H12N4 as an isolated structure.

## Properties
frontier orbital gap (alpha / beta) = 7.08 / 7.07 eV
HOMO energy (alpha / beta) = -0.2479 / -0.2479 Ha
total charge = 0

Positions of all 21 atoms, in Å:
1 C 0.9218 0.7072 1.4132
2 N 0.5225 -0.3454 0.4400
3 N 1.0759 -1.6167 0.9028
4 C 0.8965 0.0152 -0.9915
5 N 1.9199 0.6743 -1.3563
6 H 0.3820 -2.3240 0.6697
7 H 1.9210 -1.7792 0.3607
8 H 2.3081 1.2922 -0.6490
9 H 0.4608 -0.7306 -1.6538
10 H 0.4773 1.6507 1.0981
11 H 0.5594 0.3979 2.3894
12 H 2.0076 0.7663 1.4444
13 C -1.0542 1.0447 -0.9837
14 C -1.0804 -0.3714 0.3102
15 C -1.6785 -1.5170 -0.1307
16 N -1.0869 2.2328 -0.5435
17 H -1.5637 2.8929 -1.1620
18 H -1.5160 0.6953 -1.9237
19 H -1.5289 0.1770 1.1276
20 H -1.2307 -2.1614 -0.8768
21 H -2.7133 -1.7007 0.1148

#b
The following is a DFT calculation (ωB97M-V/def2-TZVPD) of a 2-piece molecular cluster, C5H12N4 overall.

## Properties
frontier orbital gap (alpha / beta) = 7.10 / 7.10 eV
HOMO energy (alpha / beta) = -0.2341 / -0.2341 Ha
total charge = 0

Positions of all 21 atoms, in Å:
1 C -1.3078 0.7030 0.2218
2 C -1.4395 1.5722 1.4380
3 C 0.9298 -0.9315 0.0919
4 C -0.1597 -1.7561 -0.0756
5 N 1.6568 1.3069 0.1911
6 N 2.2001 -1.4040 -0.2205
7 N -1.4246 1.3318 -1.0005
8 C -0.6548 -2.5368 -1.0190
9 N 0.6753 0.3321 0.4394
10 H -1.9238 -0.1858 0.2653
11 H 2.1742 1.4871 1.0457
12 H 2.3065 1.0888 -0.5606
13 H 2.2142 -2.3835 -0.4689
14 H 3.0165 -0.8881 0.0796
15 H -0.7459 2.0799 -1.1085
16 H -1.3452 0.6737 -1.7678
17 H -0.7448 2.4145 1.4051
18 H -1.2238 0.9852 2.3311
19 H -2.4694 1.9423 1.5210
20 H -1.6761 -2.9053 -0.9599
21 H -0.0580 -2.9262 -1.8486

#c
The following is a DFT calculation (ωB97M-V/def2-TZVPD) of C5H12N4 as an isolated structure.

## Properties
frontier orbital gap (alpha / beta) = 7.40 / 7.18 eV
HOMO energy (alpha / beta) = -0.3246 / -0.3156 Ha
total charge = 0

Positions of all 21 atoms, in Å:
1 C -1.2586 0.0484 0.0396
2 C -1.5984 1.5038 -0.2599
3 C -1.3263 -0.8343 -1.2098
4 N 0.9592 0.6621 0.0005
5 C 0.2957 -0.2126 0.6755
6 N -2.1454 -0.4546 1.0363
7 C 3.6238 -0.0987 -0.4501
8 N 3.1466 0.3565 0.6127
9 N 0.3940 -1.1977 1.4837
10 H 2.0046 0.9568 0.4960
11 H -2.2608 0.1862 1.8129
12 H -1.8169 -1.3436 1.4044
13 H 1.3608 -1.3827 1.7396
14 H -1.4490 2.1264 0.6242
15 H -0.5930 -0.5103 -1.9473
16 H -0.9739 1.8908 -1.0628
17 H -2.6422 1.5773 -0.5700
18 H -2.3238 -0.7656 -1.6471
19 H -1.1330 -1.8755 -0.9512
20 H 3.0849 -0.1548 -1.3998
21 H 4.6518 -0.4777 -0.4275

#d
The following is a DFT calculation (ωB97M-V/def2-TZVPD) of one molecule with the formula C5H12N4.

## Properties
SMILES = C/C=N\NCC/C=N/N
frontier orbital gap = 8.59 eV
HOMO energy = -0.2821 Ha
total charge = 0

Positions of all 21 atoms, in Å:
1 C -2.6035 -0.1693 0.3271
2 C -1.7118 -1.3033 0.2943
3 N -0.6628 -1.3439 -0.4625
4 N -0.4457 -0.1720 -0.9828
5 C -0.3279 1.1675 -0.4595
6 C 1.1862 1.6193 0.0579
7 C 1.6718 0.3189 0.7489
8 N 2.3529 -0.3151 -0.2171
9 N 2.7783 -1.5024 -0.0853
10 H -3.5053 -0.8651 0.1898
11 H -2.6719 0.5242 -0.6085
12 H -2.5245 0.5998 1.1251
13 H -1.7477 -2.2033 0.9238
14 H 0.4284 -0.3016 -1.6291
15 H -1.1464 1.2827 0.4457
16 H -0.7894 1.9232 -1.2577
17 H 0.9959 2.5341 0.6564
18 H 1.7427 1.9120 -0.8044
19 H 1.6974 0.3252 1.9054
20 H 2.7551 -2.0237 -1.1165
21 H 2.5284 -2.0071 0.9492

Q: Which of them is the least stable? A: #d.

#a
The following is a DFT calculation (ωB97M-V/def2-TZVPD) of one molecule with the formula C4H6Cl2N2.

## Properties
SMILES = ClC(Cl)C1=NNCC1
frontier orbital gap = 9.74 eV
HOMO energy = -0.3286 Ha
total charge = 0

Positions of all 14 atoms, in Å:
1 Cl 2.9804 -1.1375 -0.6189
2 C 2.0641 0.1142 0.2269
3 Cl 2.7520 1.7237 -0.0311
4 C 0.5925 0.1925 -0.1032
5 N 0.0450 1.2021 -0.6329
6 N -1.2937 0.9126 -0.9427
7 C -1.7655 -0.1966 -0.0003
8 C -0.4052 -0.8727 0.3140
9 H 2.1435 -0.2019 1.2603
10 H -1.7867 1.8090 -0.9255
11 H -2.2646 0.2875 0.8881
12 H -2.4699 -0.9307 -0.4333
13 H -0.3235 -1.7427 -0.3289
14 H -0.2683 -1.1597 1.3274

#b
The following is a DFT calculation (ωB97M-V/def2-TZVPD) of C4H6Cl2N2 as an isolated structure.

## Properties
frontier orbital gap = 9.51 eV
HOMO energy = -0.3492 Ha
total charge = 0

Positions of all 14 atoms, in Å:
1 C -1.0198 -1.2371 0.4245
2 C -0.1847 -0.8431 -0.9319
3 C 1.2862 -0.4951 -0.6344
4 C 0.3760 2.3679 0.9168
5 H -0.5621 -2.3451 0.6375
6 H -1.0828 -0.4972 1.5582
7 H -0.2339 -1.6657 -1.5691
8 H 2.2217 -1.1138 -0.8670
9 H -0.5862 2.7819 1.1171
10 H 1.5203 3.2385 0.8746
11 N 1.5427 0.5210 0.0819
12 N 0.2763 1.0117 0.7182
13 Cl -2.6169 -1.8053 -0.2088
14 Cl -0.9366 0.0815 -2.1175

Q: Which of them is the least stable? A: #b.

#a
The following is a DFT calculation (ωB97M-V/def2-TZVPD) of C36H10F17GeINO2STc as an isolated structure.

## Properties
frontier orbital gap (alpha / beta) = 5.85 / 6.16 eV
2S+1 = 2
HOMO energy (alpha / beta) = -0.4123 / -0.4134 Ha
total charge = +1

Positions of all 70 atoms, in Å:
1 Tc 0.3918 0.1029 0.1381
2 F -1.8199 -4.7369 -0.6080
3 C -1.8913 -3.4184 -0.7913
4 C -0.9009 -2.6116 -0.2602
5 C -1.0054 -1.2436 -0.4557
6 C -2.0652 -0.6867 -1.1911
7 C -3.0207 -1.5513 -1.6998
8 F -4.0518 -1.0676 -2.4089
9 C -2.9565 -2.9149 -1.5122
10 C -2.0301 0.7684 -1.3515
11 C -2.9663 1.5829 -1.9689
12 C -2.7627 2.9515 -1.9982
13 C -1.6294 3.5051 -1.4157
14 C -0.7272 2.6593 -0.8214
15 N -0.9302 1.3293 -0.7911
16 H -0.0913 -3.0605 0.3025
17 H -3.7176 -3.5656 -1.9207
18 H -3.8422 1.1433 -2.4173
19 H -3.4925 3.5899 -2.4792
20 H -1.4441 4.5691 -1.4248
21 H 0.1860 3.0147 -0.3642
22 I 8.3210 -0.7180 -3.3787
23 C 6.4168 -0.3607 -2.6277
24 C 6.0336 0.9417 -2.3296
25 C 4.7664 1.1762 -1.8247
26 C 3.8865 0.1146 -1.6415
27 C 4.2726 -1.1874 -1.9519
28 C 5.5475 -1.4290 -2.4363
29 C 2.5589 0.3808 -1.0888
30 O 2.2496 1.3606 -0.3734
31 O 1.5920 -0.4905 -1.3186
32 H 6.7197 1.7635 -2.4858
33 H 4.4553 2.1834 -1.5744
34 H 3.5776 -2.0046 -1.8148
35 H 5.8613 -2.4383 -2.6668
36 F -1.6680 2.1212 6.2059
37 C -0.4746 2.6064 5.8585
38 C 0.4303 1.8433 5.1359
39 C 1.6418 2.4339 4.8040
40 F 2.5589 1.7354 4.1242
41 C 1.9562 3.7237 5.1696
42 F 3.1221 4.2679 4.8437
43 C 1.0306 4.4558 5.8925
44 F 1.3124 5.6969 6.2508
45 C -0.1858 3.9012 6.2414
46 F -1.0631 4.6174 6.9323
47 Ge 0.1275 0.0173 4.5856
48 S 0.2720 0.0698 2.3364
49 C 1.5169 -1.2063 5.1300
50 C 2.5654 -0.8899 5.9764
51 F 2.6984 0.3411 6.4753
52 C 3.5104 -1.8288 6.3375
53 F 4.5106 -1.5089 7.1475
54 C 3.4083 -3.1181 5.8485
55 F 4.3106 -4.0225 6.1895
56 C 2.3681 -3.4704 5.0069
57 F 2.2778 -4.7116 4.5445
58 C 1.4424 -2.5105 4.6634
59 F 0.4376 -2.8736 3.8513
60 C -1.5776 -0.7077 5.1268
61 C -2.6374 -1.0302 4.2979
62 F -2.5669 -0.8340 2.9767
63 C -3.8065 -1.5661 4.7981
64 F -4.8150 -1.8722 3.9893
65 C -3.9242 -1.7865 6.1573
66 F -5.0418 -2.3005 6.6426
67 C -2.8823 -1.4763 7.0139
68 F -3.0084 -1.6915 8.3158
69 C -1.7284 -0.9431 6.4842
70 F -0.7274 -0.6382 7.3196

#b
The following is a DFT calculation (ωB97M-V/def2-TZVPD) of C36H10F17GeINO2STc as an isolated structure.

## Properties
frontier orbital gap (alpha / beta) = 6.43 / 6.20 eV
2S+1 = 2
HOMO energy (alpha / beta) = -0.4151 / -0.4165 Ha
total charge = +1

Positions of all 70 atoms, in Å:
1 Tc -0.7685 0.6224 0.3603
2 F 3.4735 2.5267 -2.3624
3 C 2.8674 1.4746 -1.8093
4 C 1.6293 1.6495 -1.2172
5 C 1.0196 0.5661 -0.6065
6 C 1.6206 -0.7044 -0.6736
7 C 2.8641 -0.8272 -1.2895
8 F 3.4687 -2.0213 -1.3555
9 C 3.5130 0.2507 -1.8506
10 C 0.8522 -1.7739 -0.0713
11 C 1.1949 -3.1214 0.0099
12 C 0.3311 -4.0076 0.6228
13 C -0.8758 -3.5550 1.1476
14 C -1.1727 -2.2196 1.0386
15 N -0.3331 -1.3481 0.4468
16 H 1.1749 2.6285 -1.2296
17 H 4.4775 0.1375 -2.3238
18 H 2.1292 -3.4619 -0.4032
19 H 0.5958 -5.0541 0.6910
20 H -1.5720 -4.2260 1.6275
21 H -2.0971 -1.7997 1.4110
22 I -7.8801 1.8383 -4.5883
23 C -6.2048 1.4545 -3.4114
24 C -6.3615 0.8309 -2.1771
25 C -5.2509 0.5784 -1.3965
26 C -3.9860 0.9478 -1.8539
27 C -3.8338 1.5671 -3.0942
28 C -4.9456 1.8245 -3.8720
29 C -2.8111 0.6908 -1.0338
30 O -2.8784 0.2074 0.1404
31 O -1.6072 0.9706 -1.4479
32 H -7.3456 0.5461 -1.8338
33 H -5.3529 0.0984 -0.4330
34 H -2.8467 1.8440 -3.4382
35 H -4.8377 2.3096 -4.8315
36 F 2.6419 1.1353 5.9414
37 C 1.4188 1.6028 6.2043
38 C 0.7163 2.2797 5.2205
39 C -0.5521 2.7386 5.5372
40 F -1.2469 3.3881 4.5917
41 C -1.1153 2.5504 6.7833
42 F -2.3315 3.0012 7.0565
43 C -0.3842 1.8746 7.7527
44 F -0.9042 1.6812 8.9489
45 C 0.8874 1.3975 7.4659
46 F 1.5785 0.7504 8.3927
47 Ge 1.4090 2.6195 3.4432
48 S -0.2640 1.7329 2.1269
49 C 1.4060 4.5017 2.9504
50 C 1.2168 5.5306 3.8566
51 F 1.0101 5.2400 5.1446
52 C 1.2491 6.8599 3.4701
53 F 1.0608 7.8259 4.3562
54 C 1.4873 7.1747 2.1391
55 F 1.5211 8.4362 1.7556
56 C 1.7037 6.1643 1.2111
57 F 1.9483 6.4604 -0.0593
58 C 1.6653 4.8516 1.6376
59 F 1.9077 3.8713 0.7545
60 C 3.1725 1.8520 3.1038
61 C 3.4969 0.7113 2.3971
62 F 2.5340 -0.0855 1.9264
63 C 4.8127 0.3295 2.1958
64 F 5.0894 -0.7736 1.5070
65 C 5.8402 1.0951 2.7269
66 F 7.0954 0.7332 2.5430
67 C 5.5461 2.2323 3.4692
68 F 6.5190 2.9590 3.9970
69 C 4.2214 2.5800 3.6421
70 F 3.9139 3.6670 4.3689

Q: Which of them is the least stable? A: #a.

#a
The following is a DFT calculation (ωB97M-V/def2-TZVPD) of one molecule with the formula C4H9NO.

## Properties
SMILES = CCO/C=N/C
frontier orbital gap = 10.75 eV
HOMO energy = -0.3528 Ha
total charge = 0

Positions of all 15 atoms, in Å:
1 C 0.9530 1.2900 2.1107
2 C 0.1111 1.1622 0.8576
3 O -0.5677 -0.0982 0.9443
4 C -0.6746 -0.8293 -0.1712
5 N -0.3621 -0.4343 -1.3275
6 C -0.4768 -1.4012 -2.3973
7 H 0.3366 1.1288 2.9999
8 H 1.7495 0.5392 2.1053
9 H 1.4102 2.2822 2.1747
10 H -0.6416 1.9553 0.7830
11 H 0.7163 1.1826 -0.0521
12 H -1.0597 -1.8268 0.0752
13 H 0.4730 -1.4467 -2.9404
14 H -1.2450 -1.0853 -3.1116
15 H -0.7224 -2.4185 -2.0508

#b
The following is a DFT calculation (ωB97M-V/def2-TZVPD) of a 2-piece molecular cluster, C4H9NO overall.

## Properties
frontier orbital gap = 9.79 eV
HOMO energy = -0.3163 Ha
total charge = 0

Positions of all 15 atoms, in Å:
1 C -1.5337 -1.2308 0.8181
2 C -1.4791 -0.4278 -0.2440
3 C -1.5262 1.0685 -0.2049
4 C 1.6737 0.1893 -0.4263
5 O 1.5600 -0.7266 0.5472
6 N 2.9697 0.4855 -0.5515
7 H -1.6220 -0.8276 1.8271
8 H 0.6090 -0.9157 0.6059
9 H -1.5495 -2.3131 0.7157
10 H -1.4183 -0.8716 -1.2383
11 H -0.6528 1.4809 -0.7212
12 H -2.4305 1.4186 -0.7187
13 H -1.5410 1.4503 0.8214
14 H 3.2411 1.1623 -1.2457
15 H 3.6998 0.0580 0.0152

Q: Which of them is the least stable? A: #b.